1.
Here is a single C20H35N3O4 molecule from the OMol25 dataset. Energies are from the ωB97M-V functional and the def2-TZVPD basis.

Properties
E_HOMO = -8.625 eV
Structure (SMILES) = CCOC(=O)N1CCN(C(=O)[C@@H](CC(C)C)NC(=O)C2CCCCC2)CC1
Energy above the lowest of the compared OMol25 structures with the same formula, charge and spin = 0.829 eV
Charge = 0

XYZ file:
```
62
Properties=species:S:1:pos:R:3:forces:R:3
C 6.062 2.790 0.488 -0.3 -0.3 0.1
C 5.620 1.492 1.147 0.5 0.1 0.0
O 4.286 1.144 0.785 -0.3 -0.1 -0.1
C 4.147 0.528 -0.418 -0.1 0.1 0.1
O 5.076 0.204 -1.119 0.4 -0.1 -0.1
N 2.849 0.346 -0.745 -0.1 0.1 0.0
C 1.734 0.573 0.142 -0.2 0.0 0.4
C 1.155 -0.774 0.610 0.0 0.4 0.2
N 0.812 -1.589 -0.530 0.3 -0.1 0.0
C -0.410 -2.007 -0.925 -0.1 -0.1 0.1
O -0.575 -2.600 -1.975 -0.2 -0.2 -0.2
C -1.605 -1.888 0.031 -0.2 -0.1 -0.1
C -1.491 -2.777 1.279 0.0 -0.1 -0.1
C -1.325 -4.287 1.036 0.0 0.1 0.0
C -2.320 -4.823 0.010 0.1 0.0 0.2
C 0.099 -4.668 0.636 -0.2 0.0 0.1
N -1.883 -0.520 0.452 -0.2 -0.4 0.2
C -1.720 0.556 -0.358 -0.2 0.4 0.6
O -1.090 0.510 -1.392 0.0 0.0 -0.4
C -2.380 1.824 0.166 0.1 0.0 -0.5
C -3.799 1.886 -0.417 -0.1 0.1 0.3
C -4.506 3.165 0.021 0.0 0.0 -0.3
C -3.709 4.390 -0.415 0.0 0.0 0.3
C -2.300 4.338 0.168 0.0 0.0 -0.3
C -1.587 3.060 -0.259 0.0 0.0 0.3
C 1.934 -1.796 -1.429 0.1 0.0 -0.4
C 2.492 -0.452 -1.899 0.2 -0.3 -0.1
H 6.088 2.662 -0.592 0.0 0.0 -0.1
H 7.056 3.057 0.836 0.1 0.1 0.0
H 5.370 3.593 0.733 0.0 0.1 0.0
H 6.292 0.677 0.857 -0.1 0.1 0.1
H 5.599 1.588 2.235 0.0 0.0 -0.1
H 2.059 1.164 0.996 -0.1 0.0 -0.1
H 0.965 1.113 -0.418 0.1 0.0 0.1
H 0.284 -0.590 1.233 0.1 -0.1 0.0
H 1.918 -1.303 1.198 -0.1 0.1 0.0
H -2.455 -2.243 -0.570 0.3 0.0 0.0
H -0.661 -2.436 1.901 0.0 0.1 0.1
H -2.413 -2.630 1.851 0.0 0.1 0.0
H -1.536 -4.767 2.001 0.0 0.1 -0.1
H -2.279 -5.910 -0.012 0.0 -0.1 0.0
H -2.076 -4.455 -0.983 0.0 0.0 -0.1
H -3.337 -4.527 0.261 -0.2 0.0 0.0
H 0.824 -4.240 1.325 0.1 0.0 0.1
H 0.323 -4.327 -0.369 0.1 0.0 -0.1
H 0.208 -5.750 0.656 0.1 -0.1 0.0
H -2.524 -0.437 1.228 0.1 0.1 -0.1
H -2.440 1.785 1.259 0.0 0.0 0.0
H -3.730 1.861 -1.506 0.0 -0.1 -0.1
H -4.374 1.013 -0.097 0.0 0.0 -0.1
H -5.508 3.196 -0.414 0.0 0.0 0.1
H -4.613 3.170 1.109 -0.1 0.0 0.1
H -3.648 4.411 -1.505 0.0 0.0 -0.1
H -4.215 5.300 -0.088 0.0 0.0 -0.1
H -1.727 5.205 -0.165 0.0 0.0 0.1
H -2.358 4.375 1.259 0.0 0.1 0.1
H -1.469 3.040 -1.344 0.1 0.0 0.0
H -0.589 3.024 0.186 0.1 0.0 -0.1
H 1.579 -2.380 -2.278 0.1 0.0 0.1
H 2.713 -2.352 -0.895 0.0 0.0 0.0
H 3.383 -0.593 -2.510 -0.1 0.0 0.0
H 1.723 0.081 -2.466 0.0 0.0 0.0
```
Forces are in eV/Å.

=====

2.
Here is 6 unconnected molecules or ions with the total composition C20H35N7O3 from the OMol25 dataset. Energies are from the ωB97M-V functional and the def2-TZVPD basis.

Properties
E_HOMO = -9.193 eV
Structure (SMILES) = CCC[C@@H](CN)OCN(C(C)=O)C(C)=O.CC#N.CC#N.CC#N.CC#N.CC#N
Energy above the lowest of the compared OMol25 structures with the same formula, charge and spin = 0.000 eV
Charge = 0

XYZ file:
```
65
Properties=species:S:1:pos:R:3:forces:R:3
C -5.058 1.745 -1.203 0.0 0.0 0.0
C -3.612 1.236 -1.194 0.1 0.1 0.0
C -3.386 0.047 -2.139 -0.1 0.0 0.0
C -2.165 -0.835 -1.858 0.0 0.1 0.3
C -2.393 -2.309 -2.219 0.1 -0.1 0.0
N -2.878 -3.127 -1.103 0.1 0.3 0.1
O -0.980 -0.428 -2.561 0.0 0.1 -0.1
C -0.412 0.783 -2.155 0.0 0.0 0.1
N -0.056 0.700 -0.731 0.1 -0.1 -0.3
C 1.154 -0.095 -0.524 -0.3 0.1 0.3
C 0.989 -1.209 0.449 -0.1 0.0 0.1
O 2.166 0.161 -1.114 0.2 0.0 -0.3
C -0.018 1.975 -0.056 0.4 -0.3 -0.6
C 0.917 3.027 -0.603 -0.1 0.2 0.0
O -0.691 2.151 0.911 -0.3 0.3 0.7
H -5.294 2.278 -0.278 0.0 0.0 -0.1
H -5.767 0.915 -1.293 0.1 0.1 0.0
H -5.239 2.434 -2.034 0.0 -0.2 0.0
H -3.320 0.948 -0.176 -0.1 0.0 -0.1
H -2.956 2.073 -1.465 0.0 -0.1 0.1
H -4.265 -0.607 -2.048 0.1 0.1 -0.1
H -3.347 0.377 -3.186 -0.1 -0.1 0.1
H -1.959 -0.798 -0.778 0.1 0.0 -0.2
H -1.428 -2.715 -2.538 -0.2 0.0 0.0
H -3.097 -2.401 -3.053 0.2 0.0 0.0
H -2.190 -3.062 -0.355 -0.1 -0.2 0.0
H -3.717 -2.708 -0.706 0.0 -0.1 -0.1
H 0.461 0.937 -2.798 -0.1 0.0 0.1
H -1.103 1.628 -2.274 0.1 -0.1 0.0
H 0.624 -0.820 1.406 0.0 0.0 -0.1
H 0.202 -1.880 0.089 0.1 0.0 0.1
H 1.925 -1.753 0.575 -0.1 0.1 0.0
H 0.381 3.979 -0.680 0.1 -0.1 0.0
H 1.340 2.755 -1.569 0.0 0.0 0.1
H 1.739 3.157 0.111 -0.1 0.0 -0.1
C 3.303 -4.674 -1.070 -0.1 0.0 0.0
C 2.119 -4.704 -0.219 -0.2 0.0 0.1
N 1.182 -4.717 0.447 0.2 -0.1 -0.1
H 4.042 -5.389 -0.711 0.0 0.0 0.0
H 3.020 -4.935 -2.088 0.0 0.0 0.0
H 3.755 -3.683 -1.072 0.0 0.0 0.0
C -1.076 4.963 2.580 0.0 0.0 0.0
C -0.625 6.346 2.673 0.1 0.2 0.1
N -0.247 7.428 2.757 -0.1 -0.2 0.0
H -0.940 4.461 3.537 0.0 0.0 0.0
H -2.130 4.922 2.313 0.0 0.0 0.0
H -0.512 4.426 1.818 0.0 0.0 0.0
C 5.307 0.107 -0.644 0.0 0.0 0.0
C 5.570 -1.273 -1.030 0.0 -0.2 -0.1
N 5.757 -2.362 -1.349 0.0 0.2 0.1
H 4.275 0.194 -0.314 0.0 0.0 0.0
H 5.967 0.414 0.165 0.0 0.0 0.0
H 5.455 0.756 -1.505 0.0 0.0 0.0
C -1.935 -5.723 2.147 0.0 0.0 -0.1
C -1.745 -4.283 2.052 0.1 0.2 0.0
N -1.574 -3.149 1.988 -0.1 -0.1 0.0
H -1.777 -6.047 3.173 0.0 0.0 0.0
H -2.944 -5.985 1.835 0.0 0.0 0.0
H -1.218 -6.226 1.500 0.0 0.1 0.0
C 3.170 3.775 3.625 0.0 0.0 0.0
C 3.856 2.758 2.838 0.1 -0.2 -0.1
N 4.397 1.950 2.226 -0.1 0.1 0.0
H 2.113 3.785 3.368 0.0 0.0 0.0
H 3.273 3.552 4.686 0.0 0.0 0.0
H 3.595 4.756 3.424 0.0 0.0 0.0
```
Forces are in eV/Å.

=====

3.
Here is a molecular structure, C20H36AlN6O9P2 in a non-equilibrium geometry from the OMol25 dataset. Energies are from the ωB97M-V functional and the def2-TZVPD basis.

Properties
E_HOMO = -4.742 eV
Charge = -1

XYZ file:
```
74
Properties=species:S:1:pos:R:3:forces:R:3
Al -0.916 0.003 -0.581 -0.2 0.1 -0.8
C 0.868 -1.063 4.479 -0.2 -1.2 -0.4
N 0.007 -0.862 3.304 0.5 1.3 0.8
C -1.392 -1.280 3.548 0.6 0.0 -0.1
P 0.328 0.488 2.359 -2.5 -1.7 -1.8
O -0.782 0.501 1.320 1.2 0.3 0.8
O 1.794 0.213 1.802 0.9 0.3 0.2
P 2.349 -0.051 0.260 -2.1 0.1 -1.5
O 1.098 -0.025 -0.601 3.4 0.4 0.9
N 3.137 -1.506 0.405 -1.3 0.9 -1.1
C 2.725 -2.651 -0.464 -1.8 -0.1 0.5
C 4.028 -1.792 1.493 -0.1 -0.5 0.4
N 3.407 1.155 -0.193 -0.9 0.2 0.8
C 3.019 2.142 -1.218 0.7 -0.4 -1.1
C 4.728 1.417 0.406 -0.5 -1.1 -0.5
N 0.409 1.918 3.113 1.0 1.4 0.2
C -0.716 2.877 3.063 0.3 -0.2 -1.3
C 1.701 2.596 3.421 -0.5 -1.5 0.3
H 0.417 -0.842 5.451 -0.2 0.9 -0.2
H 1.813 -0.551 4.332 0.2 0.0 0.2
H 1.053 -2.139 4.605 0.3 0.1 -0.4
H -2.032 -0.835 2.769 0.2 -0.6 0.4
H -1.712 -0.941 4.553 0.0 -0.1 -0.4
H -1.357 -2.385 3.532 -0.5 0.5 -0.1
H 2.342 -2.272 -1.436 0.3 -0.2 0.7
H 1.864 -3.261 0.018 1.7 0.9 -0.7
H 3.580 -3.303 -0.627 0.2 0.1 0.0
H 4.165 -0.910 2.145 0.3 -0.4 -0.5
H 4.965 -2.154 1.020 -0.2 0.2 0.9
H 3.563 -2.568 2.140 0.5 0.2 -0.3
H 1.969 2.321 -1.248 -0.8 0.0 -0.1
H 3.371 1.805 -2.219 -0.5 0.0 0.5
H 3.529 3.098 -1.088 -0.1 -0.1 0.6
H 5.396 0.669 -0.045 0.3 0.2 0.6
H 4.666 1.298 1.524 0.5 0.6 -1.1
H 5.034 2.395 -0.016 0.0 -0.4 1.1
H -1.599 2.380 2.592 0.5 0.5 0.9
H -0.460 3.742 2.382 -0.1 -0.9 0.6
H -0.812 3.252 4.077 -0.7 0.1 0.1
H 1.656 2.956 4.458 0.1 0.0 -0.2
H 1.818 3.452 2.749 0.4 -0.3 0.0
H 2.491 1.804 3.343 -0.4 1.2 0.0
O -0.910 -0.895 -7.602 0.0 0.3 -0.2
C -0.840 0.182 -6.971 0.1 1.0 -2.0
O -0.778 1.385 -7.406 -0.2 -1.9 0.8
C -0.802 0.002 -5.496 -0.1 1.5 2.6
C -0.758 -1.239 -4.838 0.5 0.1 -1.0
C -0.710 -1.310 -3.464 -0.2 0.1 -0.6
N -0.631 -0.239 -2.694 -0.4 0.0 0.6
C -0.665 0.952 -3.295 0.0 1.5 -0.3
C -0.814 1.181 -4.659 0.4 -3.4 0.0
C -0.527 2.135 -2.351 0.2 0.6 0.5
O -0.209 3.251 -2.775 -0.3 -1.0 0.3
O -0.725 1.847 -1.093 0.4 -0.4 -0.3
H -0.660 -2.190 -5.378 -0.4 0.7 -0.1
H -0.817 -2.289 -3.051 0.3 -0.4 0.9
H -0.870 2.134 -5.113 0.0 0.8 -0.2
C -4.016 -1.998 -0.912 -1.6 1.8 0.0
C -3.979 -0.493 -0.512 1.8 0.1 -0.1
C -4.242 -0.154 0.936 -0.4 -1.1 1.5
C -4.879 0.343 -1.354 -1.9 1.1 -1.5
O -2.661 0.016 -0.851 -0.8 -0.7 0.9
H -5.076 -2.322 -0.906 0.4 0.0 -0.3
H -3.492 -2.619 -0.228 0.8 -0.5 0.5
H -3.596 -1.971 -1.916 0.0 -0.6 0.0
H -5.274 -0.319 1.344 0.5 0.0 -0.8
H -3.999 0.890 1.118 0.2 0.0 0.0
H -3.623 -0.817 1.562 0.1 0.4 -0.1
H -5.990 0.169 -1.447 1.0 -0.8 0.4
H -4.474 0.325 -2.364 -0.1 0.1 -0.2
H -4.884 1.389 -1.031 0.5 -0.1 0.1
O 0.046 -3.767 1.279 0.0 0.0 0.3
C -0.226 -2.797 0.628 -0.3 0.4 -0.7
N -0.433 -1.874 -0.087 -0.9 -0.4 0.5
```
Forces are in eV/Å.

=====

4.
Here is a molecular structure, C20H36F6NiO10S3 in a non-equilibrium geometry from the OMol25 dataset. Energies are from the ωB97M-V functional and the def2-TZVPD basis.

Properties
E_HOMO (alpha / beta) = -9.308 / -9.267 eV
Multiplicity = 3
Energy above the lowest of the compared OMol25 structures with the same formula, charge and spin = 3.045 eV
Expectation value of S² = 2.00
Charge = 0

XYZ file:
```
76
Properties=species:S:1:pos:R:3:forces:R:3
Ni 0.863 3.140 -2.432 0.0 -0.3 4.2
C 1.464 5.741 -0.280 -2.4 -3.3 1.0
O 0.011 5.727 -0.014 0.7 1.1 0.2
O 1.640 4.685 -1.179 0.5 0.6 -1.7
C 1.900 7.216 -0.549 -1.5 -1.4 -0.3
F 1.080 7.666 -1.469 -0.5 0.7 -1.9
F 1.739 8.076 0.460 0.2 -0.3 1.2
F 3.137 7.311 -0.944 1.5 0.0 -0.6
C -0.457 6.161 1.266 -0.2 -1.0 0.9
C -1.834 6.793 1.178 0.4 0.4 -0.6
H -2.105 7.331 2.087 0.3 0.2 0.0
H -1.745 7.453 0.315 -0.6 0.4 0.1
H -2.653 6.090 1.028 0.3 -0.2 -0.3
H 0.249 6.773 1.829 0.1 0.4 -0.5
H -0.593 5.304 1.925 0.3 -0.6 0.0
H 1.923 5.308 0.608 0.4 0.9 0.6
C -0.541 0.962 -0.358 0.5 1.0 0.2
O 0.621 1.041 0.359 2.9 -0.2 0.7
O -0.372 1.729 -1.506 0.1 -0.7 -0.7
C -0.995 -0.667 -0.427 -0.4 2.4 -0.8
F -1.797 -0.690 -1.537 0.4 -1.2 1.2
F -0.051 -1.651 -0.511 -0.8 1.3 -0.1
F -1.734 -0.963 0.708 0.6 0.2 -1.4
C 0.753 0.838 1.766 -2.6 1.1 0.7
C -0.089 1.882 2.659 1.2 -0.4 -0.7
H 0.314 1.946 3.670 0.2 -0.3 0.0
H -0.041 2.900 2.274 -0.1 -0.1 -0.3
H -1.120 1.549 2.780 0.0 0.1 -0.3
H 1.822 0.845 1.976 -0.2 0.0 0.0
H 0.251 -0.079 2.077 0.7 -0.7 -0.2
H -1.267 1.468 0.278 -1.1 -0.5 -0.2
C -0.113 -4.615 -1.589 -1.5 -1.4 1.7
C 1.113 -4.039 -2.261 1.2 0.2 -0.7
C 1.285 -4.553 -3.640 -0.4 -1.2 -3.1
S 0.084 -5.888 -3.923 0.6 -4.1 1.2
O 0.854 -7.114 -3.518 -1.4 2.2 -1.0
O -0.691 -5.931 -5.158 1.1 0.7 1.0
C -0.978 -5.547 -2.499 -0.2 2.9 -0.9
H -0.753 -3.855 -1.140 0.0 0.3 -0.5
H 0.034 -5.247 -0.713 1.2 0.2 0.1
H 2.077 -4.368 -1.871 -0.4 0.5 1.2
H 1.153 -2.976 -2.499 -0.4 0.3 1.4
H 2.276 -4.978 -3.801 -0.3 -0.5 0.0
H 1.176 -3.893 -4.500 -0.4 0.6 0.3
H -1.580 -6.354 -2.082 1.0 -0.4 0.0
H -1.748 -4.849 -2.829 -0.2 -0.2 -0.8
C -4.745 -4.679 2.034 -0.6 0.3 1.7
C -3.775 -3.615 1.456 -1.4 -1.4 0.3
C -4.419 -2.284 1.785 0.1 1.2 -0.2
S -5.116 -2.433 3.393 0.1 -1.3 4.7
O -6.538 -2.153 3.388 0.5 0.9 -0.4
O -4.242 -1.927 4.508 -1.6 -0.3 -2.9
C -5.008 -4.234 3.522 0.8 -0.4 -1.2
H -4.405 -5.711 2.117 0.4 0.1 -0.6
H -5.689 -4.674 1.489 -0.1 0.0 0.0
H -3.810 -3.775 0.378 1.0 0.2 0.0
H -2.867 -3.823 2.024 0.5 0.6 -0.8
H -5.289 -2.028 1.181 0.0 -0.4 -0.3
H -3.809 -1.381 1.778 0.4 -0.3 0.0
H -5.830 -4.769 3.997 -0.5 0.7 -0.2
H -4.161 -4.444 4.175 0.3 0.1 -0.3
C 4.183 -0.289 -0.452 0.4 -0.6 0.6
C 4.916 0.824 0.301 -1.3 2.4 0.6
C 4.463 2.204 -0.303 -1.3 -0.4 -0.7
S 3.964 1.802 -2.028 2.0 1.2 0.9
O 4.879 2.462 -2.923 -0.6 -0.4 -0.4
O 2.528 1.977 -2.192 -0.8 0.4 -0.6
C 4.205 0.049 -1.921 1.3 0.3 -0.7
H 3.176 -0.505 -0.096 0.1 0.1 0.2
H 4.886 -1.095 -0.241 -0.8 -0.8 -0.4
H 5.995 0.695 0.385 0.0 0.1 -0.7
H 4.586 0.889 1.338 -0.1 -0.4 0.1
H 5.011 3.136 -0.168 0.9 -0.5 -0.7
H 3.484 2.580 -0.007 -0.4 -0.7 0.9
H 5.248 -0.072 -2.214 0.1 0.1 -0.4
H 3.615 -0.406 -2.716 -0.4 -0.3 0.6
```
Forces are in eV/Å.

=====

> Which value of charge does entry 3 give?

-1

=====

> Look up the charge of the first one.

0